# 1
Entry from the Open Molecules 2025 dataset: a structure of composition C3H6ClO4S2 (ωB97M-V/def2-TZVPD).

Structure (ORCA input):
```
! wB97M-V def2-TZVPD RIJCOSX def2/J DEFGRID3
* xyz -1 1
C 2.22 0.17 0.15
C 0.90 -0.29 -0.47
C -0.38 -0.31 0.39
O -1.76 -2.42 1.12
O -2.43 -0.83 -0.70
O -1.54 1.33 -1.50
O -2.78 1.12 0.78
S -1.32 -1.80 -0.12
S -1.66 0.84 -0.15
Cl -0.37 2.48 0.60
H 2.95 0.05 -0.56
H 2.26 1.14 0.33
H 2.43 -0.46 0.99
H 0.57 0.29 -1.34
H 1.13 -1.21 -0.98
H -0.22 -0.12 1.45
*
```

The calculation puts the HOMO energy at -5.271 eV. For the orbital gap, the calculation gives 8.5825 eV. The value obtained for the LUMO energy is 3.31 eV.

# 2
Entry from the Open Molecules 2025 dataset: a cluster of 2 separate species, C3H6ClP in total (ωB97M-V/def2-TZVPD).

Structure (ORCA input):
```
! wB97M-V def2-TZVPD RIJCOSX def2/J DEFGRID3
* xyz 0 1
C -0.10 -0.27 0.62
C -1.23 0.58 0.91
C 0.77 0.20 -1.74
P 0.65 -1.37 1.65
Cl 2.25 -2.04 0.74
H -2.17 0.69 0.25
H -1.67 0.11 1.86
H -0.91 1.67 1.22
H -0.21 -0.26 -1.92
H 1.56 -0.58 -1.78
H 1.05 1.26 -1.81
*
```

The calculation puts the HOMO energy (spin up / spin down) at -8.499 / -8.685 eV. For the orbital gap (spin up / spin down), the calculation gives 8.5661 / 8.3246 eV. The value obtained for the LUMO energy (spin up / spin down) is 0.07 / -0.36 eV.

# 3
Entry from the Open Molecules 2025 dataset: the molecule C3H6ClP (ωB97M-V/def2-TZVPD).

Structure (ORCA input):
```
! wB97M-V def2-TZVPD RIJCOSX def2/J DEFGRID3
* xyz 0 1
C -0.96 -1.45 0.19
C -1.24 -0.17 -0.02
Cl -2.93 0.19 -0.18
P -0.23 1.31 0.03
C 1.51 0.80 0.21
H -1.72 -2.25 0.26
H 0.08 -1.77 0.13
H -0.11 1.21 -1.33
H 2.14 1.69 0.13
H 1.75 0.08 -0.59
H 1.69 0.36 1.18
*
```

The calculation puts the HOMO energy at -9.246 eV. The SMILES is C=C(Cl)PC. For the orbital gap, the calculation gives 10.1364 eV. The value obtained for the LUMO energy is 0.89 eV.

# 4
Entry from the Open Molecules 2025 dataset: a structure of composition C3H6CuIO3 (ωB97M-V/def2-TZVPD).

Structure (ORCA input):
```
! wB97M-V def2-TZVPD RIJCOSX def2/J DEFGRID3
* xyz 0 1
Cu -23.00 -8.14 -10.50
I -21.31 -5.91 -10.58
C -23.10 -3.03 -11.84
O -24.46 -2.90 -12.13
C -25.20 -2.05 -11.34
O -24.75 -1.34 -10.46
O -26.47 -2.37 -11.55
C -27.57 -1.93 -10.78
H -22.69 -2.04 -11.65
H -22.61 -3.28 -12.78
H -22.86 -3.64 -10.97
H -28.41 -2.61 -10.88
H -27.95 -0.94 -11.01
H -27.21 -1.90 -9.75
*
```

The calculation puts the HOMO energy at -8.694 eV. For the orbital gap, the calculation gives 6.6988 eV. The value obtained for the LUMO energy is -1.99 eV.

Asked for max |F| across the records above, the calculation gives 4.63 3.74 2.01 2.55 eV/Å in order.